(1)
This record from OMol25 describes the ion C4H10NS with charge +1 in a non-equilibrium geometry. The level of theory is ωB97M-V with the def2-TZVPD basis set.

The geometry in ORCA input format:
```
! RIJCOSX wB97M-V def2-TZVPD def2/J DEFGRID3
* xyz 1 1
C 0.53 0.58 -1.24
C 1.49 0.36 -0.05
C -0.90 0.28 -0.66
C -1.55 0.93 0.44
N 1.54 -1.01 0.55
S -1.13 -1.49 -0.72
H 0.66 1.66 -1.54
H 0.63 -0.14 -2.09
H 1.37 1.16 0.74
H -1.23 1.96 0.73
H -1.38 0.47 1.43
H -2.62 0.77 0.36
H 2.17 -1.45 -0.06
H 0.51 -1.44 0.52
H 2.04 -1.12 1.42
H -2.12 -1.50 0.16
*
```

E (Eh): -610.9587
Relative energy (zero: lowest compared OMol25 entry of this formula, charge and spin) (kcal per mole): 90.7
Lowest unoccupied orbital energy (spin up / spin down) (eV): -4.352 / -4.967
Gap between HOMO and LUMO (spin up / spin down) (Eh): 0.3381 / 0.2638


(2)
This record from OMol25 describes a cluster of 2 separate species, C4H10NS in total in a non-equilibrium geometry. The level of theory is ωB97M-V with the def2-TZVPD basis set.

The geometry in ORCA input format:
```
! RIJCOSX wB97M-V def2-TZVPD def2/J DEFGRID3
* xyz 1 1
C -0.77 1.56 -0.30
C -1.08 0.18 -0.22
C 1.31 -1.35 0.17
C 1.28 0.18 0.28
N -0.13 0.70 0.63
S -2.54 -0.55 0.51
H -0.20 1.87 -1.11
H -1.35 2.34 0.16
H -0.30 -1.23 -1.73
H 2.03 -1.80 -0.39
H 1.39 -1.80 1.10
H 0.38 -1.68 -0.46
H 1.61 0.63 -0.77
H 1.97 0.40 1.15
H -0.27 0.97 1.56
H -3.33 -0.42 -0.59
*
```

E (Eh): -610.8473
Relative energy (zero: lowest compared OMol25 entry of this formula, charge and spin) (kcal per mole): 160.6
Lowest unoccupied orbital energy (spin up / spin down) (eV): -5.761 / -4.904
Gap between HOMO and LUMO (spin up / spin down) (Eh): 0.2932 / 0.3157